Record 1
Here is a molecular structure, C2H9O from OMol25. Energies are from wB97M-V/def2-TZVPD.

The value obtained for the orbital gap is 10.7 eV. Its largest force on an atom is 0.045 Eh/bohr. The total charge is +1. The energy above the lowest of the compared OMol25 structures with the same formula, charge and spin is 25.2 kcal/mol. The energy comes out at -4257.1149 eV.

Last column: Mulliken charge in e.
CARTESIAN COORDINATES (ANGSTROEM)
O  -1.800  0.352  -1.685  -0.643
H  -1.982  0.836  -2.506  0.331
H  -0.179  0.492  -0.433  0.336
H  -2.690  0.129  -1.385  0.324
C  0.368  -0.355  1.004  -0.360
C  1.793  -0.073  1.051  -0.923
H  -0.386  0.269  1.461  0.460
H  0.103  -1.389  0.839  0.343
H  0.051  -0.256  -0.398  0.072
H  2.177  -0.707  1.870  0.345
H  2.433  -0.388  0.235  0.375
H  2.038  0.895  1.458  0.340

=====

Record 2
Here is 3 unconnected molecules or ions with the total composition C2H12NO2 from OMol25. Energies are from wB97M-V/def2-TZVPD.

The value obtained for the orbital gap (alpha / beta) is 3.3 / 12.0 eV. As for the spin multiplicity: 2. Its largest force on an atom is 0.053 Eh/bohr. The energy above the lowest of the compared OMol25 structures with the same formula, charge and spin is 9.7 kcal/mol. The energy comes out at -7850.1259 eV.

Last column: Mulliken charge in e.
CARTESIAN COORDINATES (ANGSTROEM)
C  1.463  0.660  -1.052  -1.479
N  0.366  1.154  -0.210  0.312
C  -0.878  1.661  -0.931  -1.926
H  1.593  -0.398  -1.245  0.354
H  2.391  1.043  -0.592  0.424
H  1.394  1.151  -2.026  0.351
H  0.129  0.361  0.442  -0.210
H  0.590  2.049  0.263  0.891
H  -0.565  2.370  -1.691  0.728
H  -1.297  0.713  -1.347  0.464
H  -1.560  2.026  -0.170  0.330
H  -0.692  -3.250  0.126  0.392
H  -0.561  -3.981  1.443  0.358
O  -0.777  -3.124  1.070  -0.970
H  -0.743  -1.450  1.533  0.262
H  -0.249  -0.471  2.645  0.348
O  -0.604  -0.511  1.742  -0.630

=====

Record 3
Here is 2 unconnected molecules or ions with the total composition C3H8N2O from OMol25. Energies are from wB97M-V/def2-TZVPD.

The value obtained for the orbital gap (alpha / beta) is 3.8 / 4.4 eV. As for the spin multiplicity: 2. Its largest force on an atom is 0.131 Eh/bohr. The total charge is -1. The energy above the lowest of the compared OMol25 structures with the same formula, charge and spin is 106.7 kcal/mol. The energy comes out at -8263.0493 eV.

Last column: Mulliken charge in e.
CARTESIAN COORDINATES (ANGSTROEM)
C  2.567  -1.165  -0.367  -0.550
C  1.483  -0.479  -0.120  -0.524
O  0.466  -0.267  -1.153  -0.592
H  3.610  -0.804  -0.590  0.079
H  2.699  -2.275  -0.590  0.134
H  1.142  -0.088  0.869  0.187
H  -0.306  0.361  -1.026  0.370
N  -1.532  -0.282  0.961  -0.589
C  -1.740  1.007  0.530  0.022
N  -1.434  1.536  -0.618  -0.591
H  -1.745  -1.037  0.273  0.271
H  -0.617  -0.481  1.484  0.254
H  -2.519  1.629  1.073  0.266
H  -2.073  2.345  -0.725  0.263

=====

Record 4
Here is a molecular structure, C20H60BCaF4O10 from OMol25. Energies are from wB97M-V/def2-TZVPD.

The value obtained for the orbital gap (alpha / beta) is 3.7 / 10.2 eV. As for the spin multiplicity: 2. Its largest force on an atom is 0.065 Eh/bohr. The energy comes out at -72177.8137 eV.

Last column: Mulliken charge in e.
CARTESIAN COORDINATES (ANGSTROEM)
Ca  23.643  -11.791  -10.140  0.497
B  22.447  -10.807  -12.475  -0.152
F  23.519  -10.201  -11.885  -0.447
F  22.011  -11.778  -11.671  -0.194
F  21.477  -9.818  -12.672  -0.122
F  22.914  -11.341  -13.667  -0.124
C  24.567  -14.398  -12.959  -0.609
C  23.721  -14.809  -11.770  -0.019
O  24.177  -14.155  -10.629  0.163
H  25.626  -14.403  -12.701  0.244
H  24.343  -13.375  -13.262  -0.234
H  24.478  -15.129  -13.762  0.544
H  23.730  -15.892  -11.650  0.449
H  22.691  -14.580  -12.044  -0.251
H  24.669  -14.827  -10.152  0.146
C  18.473  -12.437  -13.369  -0.311
C  17.990  -11.812  -14.659  -0.578
O  16.866  -12.545  -15.050  -0.567
H  17.645  -12.413  -12.660  0.436
H  19.277  -11.833  -12.948  -0.108
H  18.832  -13.464  -13.437  0.166
H  18.799  -11.856  -15.388  0.106
H  17.687  -10.779  -14.484  0.387
H  16.124  -12.030  -14.724  0.360
C  19.161  -9.983  -10.348  0.481
C  18.503  -9.915  -8.986  -0.505
O  19.543  -9.939  -8.018  -0.446
H  19.829  -9.124  -10.415  -0.304
H  18.399  -9.912  -11.124  0.390
H  19.835  -10.831  -10.473  -0.486
H  17.901  -10.791  -8.746  0.313
H  17.873  -9.035  -8.853  0.378
H  19.242  -9.729  -7.131  0.251
C  25.542  -10.238  -15.907  -1.095
C  25.719  -9.463  -14.626  0.106
O  26.381  -10.232  -13.572  -0.505
H  26.478  -10.702  -16.216  0.442
H  25.229  -9.620  -16.749  0.368
H  24.721  -10.950  -15.825  0.149
H  24.684  -9.253  -14.353  -0.133
H  26.221  -8.521  -14.845  0.364
H  27.071  -10.771  -13.964  0.243
C  18.730  -6.355  -11.706  -1.334
C  19.498  -7.231  -12.695  0.135
O  20.792  -7.446  -12.152  -0.615
H  17.673  -6.247  -11.951  0.374
H  19.061  -5.316  -11.722  0.355
H  18.725  -6.796  -10.709  0.234
H  19.591  -6.759  -13.673  0.419
H  19.017  -8.203  -12.801  -0.074
H  21.117  -8.339  -12.290  0.537
C  21.393  -13.949  -15.184  -0.060
C  21.057  -15.177  -14.312  0.341
O  20.237  -16.112  -14.975  -0.633
H  22.286  -13.400  -14.884  -0.249
H  20.605  -13.224  -15.388  -0.148
H  21.640  -14.325  -16.177  0.466
H  20.588  -14.882  -13.373  -0.480
H  22.019  -15.612  -14.040  0.382
H  19.422  -15.685  -15.248  0.364
C  20.919  -8.778  -17.278  -1.522
C  21.683  -9.359  -16.088  0.986
O  21.627  -10.742  -16.154  -0.601
H  19.900  -9.153  -17.374  0.349
H  21.453  -8.962  -18.210  0.336
H  20.749  -7.709  -17.153  0.407
H  21.280  -8.948  -15.163  -0.308
H  22.716  -9.016  -16.134  -0.048
H  22.010  -11.019  -15.319  0.199
C  19.344  -14.155  -10.009  -0.711
C  20.067  -15.466  -10.325  -0.163
O  21.278  -15.537  -9.581  -0.522
H  19.240  -14.079  -8.926  0.427
H  18.397  -14.036  -10.536  0.332
H  19.948  -13.265  -10.186  -0.178
H  20.312  -15.640  -11.373  0.143
H  19.364  -16.226  -9.984  0.430
H  21.546  -16.449  -9.447  0.275
C  27.925  -11.550  -10.282  -1.206
C  26.903  -12.411  -11.035  -0.572
O  25.718  -11.606  -11.343  0.879
H  27.429  -11.028  -9.463  0.167
H  28.312  -10.813  -10.985  0.306
H  28.738  -12.140  -9.859  0.377
H  26.684  -13.277  -10.410  0.134
H  27.334  -12.711  -11.990  0.341
H  26.010  -11.050  -12.069  0.141
C  22.523  -8.318  -7.795  -1.313
C  22.568  -8.774  -9.269  0.289
O  22.249  -10.146  -9.267  -0.182
H  21.590  -8.356  -7.233  0.235
H  22.858  -7.282  -7.729  0.429
H  23.255  -8.878  -7.213  0.272
H  23.581  -8.616  -9.640  0.375
H  21.917  -8.081  -9.802  -0.088
H  21.339  -10.141  -8.960  -0.224

=====

Record 5
Here is a molecular structure, C3H6S2 from OMol25. Energies are from wB97M-V/def2-TZVPD.

The value obtained for the orbital gap is 8.6 eV. Its largest force on an atom is 0.067 Eh/bohr. The energy above the lowest of the compared OMol25 structures with the same formula, charge and spin is 25.4 kcal/mol. The energy comes out at -24877.6064 eV.

Last column: Mulliken charge in e.
CARTESIAN COORDINATES (ANGSTROEM)
C  0.302  1.149  1.290  -1.136
C  0.397  0.653  -0.176  -0.390
C  -0.609  -1.925  -1.321  -0.171
H  -0.794  1.364  1.495  0.314
H  0.661  0.443  1.965  0.391
H  0.893  2.108  1.240  0.306
H  1.385  0.264  -0.404  0.383
H  0.055  1.512  -0.787  0.294
H  0.089  -1.684  -2.078  0.332
S  -0.857  -0.670  -0.160  -0.054
S  -1.522  -3.213  -1.063  -0.270

=====

Record 6
Here is a single C6H11PS molecule from OMol25. Energies are from wB97M-V/def2-TZVPD.

The value obtained for the orbital gap (alpha / beta) is 8.2 / 8.2 eV. Its largest force on an atom is 0.105 Eh/bohr. The energy above the lowest of the compared OMol25 structures with the same formula, charge and spin is 59.6 kcal/mol. Its SMILES is C/C(P)=C\CCC=S. The energy comes out at -26521.4291 eV.

Last column: Mulliken charge in e.
CARTESIAN COORDINATES (ANGSTROEM)
C  0.610  0.387  1.162  -0.934
C  2.108  -0.132  1.106  -0.514
C  0.132  0.814  -0.161  -0.476
C  2.101  -1.596  0.746  -0.278
C  -2.125  -0.231  -0.255  -1.383
C  -1.016  0.618  -0.785  0.753
P  -1.203  1.581  -2.343  -0.132
S  0.946  -2.445  -0.118  -0.176
H  0.568  1.084  1.963  0.378
H  -0.066  -0.434  1.403  0.310
H  2.459  -0.179  2.265  0.239
H  2.745  0.511  0.572  0.421
H  0.749  1.493  -0.719  0.323
H  3.031  -2.178  0.990  0.300
H  -3.049  0.014  -0.643  0.469
H  -2.140  -1.245  -0.450  0.312
H  -1.940  -0.131  0.784  0.356
H  -2.570  1.569  -2.311  0.003
H  -1.342  0.498  -3.209  0.029

=====

Record 7
Here is a single C5H11NO molecule from OMol25. Energies are from wB97M-V/def2-TZVPD.

The value obtained for the orbital gap is 10.5 eV. Its largest force on an atom is 0.008 Eh/bohr. The energy above the lowest of the compared OMol25 structures with the same formula, charge and spin is 2.1 kcal/mol. Its SMILES is CNC(=O)C(C)C. The energy comes out at -8901.6073 eV.

Last column: Mulliken charge in e.
CARTESIAN COORDINATES (ANGSTROEM)
C  2.818  0.482  -0.183  -0.854
N  1.454  0.179  -0.552  -0.198
C  0.477  -0.137  0.343  0.477
O  0.684  -0.316  1.534  -0.650
C  -0.929  -0.181  -0.254  0.696
C  -1.623  -1.497  0.090  -1.438
C  -1.686  1.034  0.290  -1.441
H  3.075  1.509  -0.468  0.289
H  3.526  -0.204  -0.662  0.273
H  2.902  0.382  0.900  0.316
H  1.174  0.304  -1.510  0.236
H  -0.865  -0.092  -1.348  0.182
H  -1.585  -1.668  1.169  0.297
H  -1.136  -2.343  -0.408  0.358
H  -2.671  -1.472  -0.229  0.389
H  -2.721  1.044  -0.067  0.390
H  -1.688  1.008  1.384  0.318
H  -1.206  1.968  -0.027  0.361

=====

Record 8
Here is a molecular structure, C37H37Cl2CuF5PSSb2 from OMol25. Energies are from wB97M-V/def2-TZVPD.

The value obtained for the orbital gap (alpha / beta) is 8.5 / 5.4 eV. As for the spin multiplicity: 2. Its largest force on an atom is 0.010 Eh/bohr. The total charge is +1. The energy comes out at -155433.8431 eV.

Last column: Mulliken charge in e.
CARTESIAN COORDINATES (ANGSTROEM)
Cu  -0.918  -0.042  -0.779  0.455
C  -2.910  -3.994  1.680  -1.275
Sb  -1.370  -2.516  1.687  0.672
C  -2.305  -1.274  3.150  -1.386
C  0.118  -3.642  3.058  -1.747
C  0.251  -2.861  4.282  0.895
C  -0.668  -3.086  5.327  -0.566
C  -0.657  -2.327  6.473  -0.677
C  0.276  -1.296  6.595  -0.772
C  1.213  -1.085  5.596  -0.626
C  1.248  -1.867  4.441  1.074
C  2.344  -1.665  3.451  -1.843
Sb  1.904  -0.214  1.856  0.382
C  3.977  -0.155  1.300  -1.226
C  1.983  1.488  3.150  -1.297
H  -2.607  -4.856  1.087  0.389
H  -3.803  -3.550  1.245  0.398
H  -3.110  -4.299  2.707  0.424
H  -2.762  -1.918  3.898  0.541
H  -3.075  -0.690  2.646  0.542
H  -1.582  -0.614  3.626  0.251
H  1.013  -3.777  2.461  0.378
H  -0.437  -4.574  3.169  0.652
H  -1.393  -3.887  5.215  0.435
H  -1.361  -2.526  7.272  0.432
H  0.286  -0.678  7.484  0.438
H  1.964  -0.312  5.721  0.413
H  2.612  -2.578  2.920  0.663
H  3.232  -1.246  3.919  0.703
H  4.563  0.240  2.129  0.514
H  4.108  0.482  0.426  0.221
H  4.321  -1.160  1.051  0.427
H  2.913  1.476  3.720  0.517
H  1.129  1.476  3.829  0.364
H  1.935  2.395  2.544  0.226
C  1.884  4.774  0.392  -0.616
C  0.560  4.582  0.009  -0.894
C  0.212  3.462  -0.727  -0.673
C  1.182  2.528  -1.101  0.371
C  2.505  2.731  -0.721  -0.451
C  2.853  3.853  0.025  -0.754
P  0.630  1.020  -1.963  1.346
C  -0.187  1.597  -3.484  0.277
C  -0.095  2.894  -3.978  0.081
C  -0.772  3.241  -5.141  -0.739
C  -1.540  2.301  -5.812  -0.582
C  -1.636  1.003  -5.323  -0.705
C  -0.966  0.655  -4.161  -0.554
C  2.158  0.227  -2.521  -0.023
C  2.594  -0.932  -1.885  -0.288
C  3.808  -1.507  -2.239  -0.614
C  4.578  -0.933  -3.239  -0.553
C  4.139  0.218  -3.886  -0.737
C  2.935  0.802  -3.526  -0.134
H  2.157  5.645  0.975  0.401
H  -0.195  5.307  0.290  0.486
H  -0.818  3.313  -1.039  0.826
H  3.266  2.019  -1.016  0.323
H  3.885  4.011  0.311  0.422
H  0.500  3.635  -3.460  0.434
H  -0.699  4.252  -5.523  0.426
H  -2.068  2.578  -6.716  0.410
H  -2.235  0.267  -5.846  0.496
H  -1.036  -0.357  -3.774  0.316
H  1.975  -1.386  -1.119  0.442
H  4.148  -2.405  -1.739  0.463
H  5.523  -1.380  -3.519  0.413
H  4.735  0.658  -4.676  0.432
H  2.597  1.703  -4.024  0.449
Cl  -1.914  3.727  2.957  -0.140
C  -2.331  2.511  1.758  -0.578
Cl  -0.987  1.353  1.527  -0.036
H  -2.517  2.997  0.807  0.279
H  -3.197  1.955  2.092  0.389
F  -4.956  -2.018  -5.633  -0.329
C  -4.503  -1.767  -4.411  0.509
C  -3.413  -2.461  -3.921  0.324
F  -2.819  -3.385  -4.674  -0.330
C  -2.942  -2.181  -2.654  0.163
F  -1.860  -2.845  -2.221  -0.421
C  -3.530  -1.220  -1.845  0.424
S  -2.936  -0.849  -0.221  -0.603
C  -4.623  -0.539  -2.363  0.115
F  -5.212  0.421  -1.648  -0.324
C  -5.112  -0.806  -3.628  0.374
F  -6.160  -0.136  -4.098  -0.300

=====

Which of these has the highest energy?
C2H9O